The following is a quantum chemistry calculation of a structure of composition C37H42Br2N3OS2Y, from OMol25.

Output
**LUMO energy**: -6.505 eV
**Largest force on an atom**: 3.53 eV/Å
**Frontier orbital gap**: 5.983 eV
**Energy above the lowest of the compared OMol25 structures with the same formula, charge and spin**: 37.3 kJ/mol

The geometry in ORCA input format:
```
! RIJCOSX wB97M-V def2-TZVPD def2/J DEFGRID3
* xyz 2 1
Y 2.5865 -1.0716 -0.9807
S 2.7622 -1.0173 1.9292
C 2.2174 0.4880 2.4215
N 1.7198 0.7111 3.6522
C 1.4236 2.0828 4.0740
C 2.3985 3.0179 3.4488
N 2.4426 2.8662 1.9723
C 2.6271 4.1101 1.1900
C 1.5220 5.0878 1.5347
C 0.1607 4.7091 1.5588
C -0.7498 5.6100 2.1337
C -0.3971 6.8627 2.6742
C 0.9443 7.2524 2.5989
C 1.9195 6.3195 2.1033
C 2.2872 1.6732 1.4482
S 2.1698 1.4241 -0.2144
C 1.4436 -0.3427 4.7262
C 0.0466 -0.2119 5.1925
C -1.0250 -0.0405 4.3389
C -2.3120 -0.0137 4.8409
C -2.5513 -0.1796 6.1760
C -1.4555 -0.3293 7.0080
C -0.1604 -0.3593 6.5592
H 1.5205 2.0327 5.1636
H 0.3438 2.2146 3.8071
H 3.4184 2.8518 3.7906
H 2.1378 4.0235 3.6306
H 2.6632 3.8904 0.1355
H 3.5825 4.5508 1.4632
H -0.1704 3.8046 1.1242
H -1.7714 5.2845 2.1064
H -1.1337 7.4812 3.1616
H 1.3824 8.1742 3.0392
H 2.9677 6.5724 2.0703
H 2.1613 -0.1095 5.5114
H 1.6741 -1.3285 4.2494
H -0.7346 -0.0033 3.2815
H -3.1970 0.1675 4.1411
H -3.5855 -0.1165 6.5452
H -1.6908 -0.5174 8.1156
H 0.6822 -0.4841 7.2595
C -2.7394 -1.9163 -6.6695
C -2.4949 -0.4893 -6.1236
C -3.8101 0.1700 -5.8536
C -1.8405 0.2696 -7.2580
C -1.6172 -0.6582 -4.9304
C -0.2881 -0.1700 -4.8915
C 0.4248 -0.3924 -3.7031
Br 2.3075 0.1949 -3.6145
C -0.1159 -1.0429 -2.5955
O 0.6960 -1.3662 -1.6008
C -1.4823 -1.4411 -2.6230
C -2.1734 -1.2145 -3.7989
C -2.0959 -2.0601 -1.3711
C -3.4928 -2.4951 -1.5135
C -2.0343 -1.0210 -0.1754
C -1.3073 -3.3555 -0.9790
H -3.4401 -1.7753 -7.4482
H -3.2755 -2.4536 -5.8680
H -1.8476 -2.4821 -6.9148
H -4.4724 0.1987 -6.7579
H -3.7511 1.1904 -5.4196
H -4.3649 -0.2713 -5.0357
H -2.5623 0.1272 -8.0985
H -0.8983 -0.1395 -7.6012
H -1.7337 1.3301 -7.1078
H 0.1881 0.2501 -5.7736
H -3.1671 -1.4608 -3.7296
H -4.1779 -1.6578 -1.5766
H -3.7788 -3.1295 -0.6873
H -3.6912 -3.0357 -2.4458
H -2.6304 -0.1801 -0.4195
H -0.9815 -0.7125 0.0566
H -2.4218 -1.6116 0.6968
H -1.3673 -4.0574 -1.8386
H -1.8289 -3.7295 -0.0753
H -0.3128 -3.0763 -0.7131
Br 4.7020 -2.5451 -2.5239
C 4.1598 -3.8357 -1.1996
C 4.9399 -4.9836 -1.1227
C 4.3702 -5.9215 -0.2506
C 3.1821 -5.6685 0.3900
C 2.6013 -4.4086 0.3228
N 3.0786 -3.4914 -0.4857
H 5.8312 -5.2610 -1.6908
H 4.8946 -6.8316 0.0678
H 2.7308 -6.4310 0.9833
H 1.8184 -4.0952 0.9863
*
```

=====

The following is a quantum chemistry calculation of an isolated molecule of C9H15P, from OMol25.

Output
**LUMO energy**: 0.935 eV
**Largest force on an atom**: 3.86 eV/Å
**Frontier orbital gap**: 9.181 eV
**Energy above the lowest of the compared OMol25 structures with the same formula, charge and spin**: 141.0 kJ/mol
**SMILES string**: C[C@@H]1C=CC=C[C@]1(C)CP

The geometry in ORCA input format:
```
! RIJCOSX wB97M-V def2-TZVPD def2/J DEFGRID3
* xyz 0 1
C -0.1465 2.1507 0.4475
C -0.5088 1.0534 -0.5139
C -2.0736 1.1291 -0.5217
C -2.8500 0.1736 0.0000
C -2.3439 -0.9343 0.8137
C -1.0530 -1.1615 0.7371
C -0.0412 -0.4030 -0.1451
C 0.3489 -1.2257 -1.4126
C 1.3963 -0.4581 0.8133
P 2.8583 0.2242 -0.1560
H 0.8491 2.3343 0.2688
H -0.0174 1.8877 1.4699
H -0.6833 2.9953 0.3680
H -0.0463 1.3708 -1.5117
H -2.5953 2.0397 -1.0160
H -3.9444 0.1004 -0.3679
H -2.8581 -1.4226 1.5696
H -0.6177 -2.0358 1.1863
H -0.0659 -0.7085 -2.2135
H -0.0528 -2.1910 -1.3205
H 1.4373 -1.2346 -1.5480
H 1.4160 -1.5664 1.0843
H 1.1771 0.0835 1.7037
H 3.4060 -0.9411 -0.2396
H 3.4755 0.5450 0.9654
*
```

=====

The following is a quantum chemistry calculation of an isolated molecule of C3H4N2O, from OMol25.

Output
**LUMO energy**: 0.594 eV
**Largest force on an atom**: 1.09 eV/Å
**Frontier orbital gap**: 11.241 eV
**Energy above the lowest of the compared OMol25 structures with the same formula, charge and spin**: 69.3 kJ/mol
**SMILES string**: N#CCNC=O

The geometry in ORCA input format:
```
! RIJCOSX wB97M-V def2-TZVPD def2/J DEFGRID3
* xyz 0 1
N -1.5506 -0.2224 -2.3320
C -1.2758 -0.0718 -1.2195
C -0.9034 0.1575 0.1902
N 0.4800 0.5447 0.3359
C 1.4380 -0.4181 0.5008
O 1.1937 -1.5918 0.6834
H -1.0440 -0.7698 0.7512
H -1.5630 0.9219 0.6106
H 0.7619 1.4606 0.0203
H 2.4632 -0.0108 0.4591
*
```

=====

The following is a quantum chemistry calculation of an isolated molecule of C4H10O2S, from OMol25.

Output
**LUMO energy**: 0.669 eV
**Largest force on an atom**: 1.75 eV/Å
**Frontier orbital gap**: 9.319 eV
**Energy above the lowest of the compared OMol25 structures with the same formula, charge and spin**: 116.0 kJ/mol
**SMILES string**: OCCSCCO

The geometry in ORCA input format:
```
! RIJCOSX wB97M-V def2-TZVPD def2/J DEFGRID3
* xyz 0 1
O -1.2203 1.5077 0.0132
C -2.0422 0.3580 0.0174
C -1.2859 -0.8405 0.5760
S 0.0255 -1.3114 -0.5497
C 1.5687 -0.8069 0.3355
C 1.5756 0.6527 0.6339
O 1.5462 1.4400 -0.5631
H -1.7962 2.1685 -0.3828
H -2.3405 0.1143 -1.0189
H -2.9552 0.5403 0.6030
H -0.8326 -0.5634 1.5335
H -1.9922 -1.6973 0.7528
H 2.3651 -1.0775 -0.4001
H 1.7397 -1.4366 1.2042
H 0.7531 0.9014 1.3388
H 2.5110 0.8545 1.0859
H 0.6361 1.4166 -0.8984
*
```

=====

The following is a quantum chemistry calculation of a cluster of 2 separate species, C5H5F3N2O2 in total, from OMol25.

Output
**LUMO energy**: 0.093 eV
**Largest force on an atom**: 4.81 eV/Å
**Frontier orbital gap**: 10.177 eV
**Energy above the lowest of the compared OMol25 structures with the same formula, charge and spin**: 17.4 kJ/mol
**SMILES string**: O=C=N/C=C/C(F)(F)F.[H]/N=C\O

The geometry in ORCA input format:
```
! RIJCOSX wB97M-V def2-TZVPD def2/J DEFGRID3
* xyz 0 1
O 2.6618 3.3909 -0.0661
C 1.6534 2.8835 0.1806
N 0.4977 2.8457 0.4582
C -0.7606 2.2711 0.5732
C -1.3312 1.4724 -0.3323
C -2.5787 0.7679 -0.0124
F -3.0163 0.0284 -1.0364
F -2.5688 -0.0747 1.0811
F -3.6467 1.5835 0.1997
H -1.3684 2.6343 1.4338
H -0.8178 0.8732 -1.0122
H 1.6381 -0.8314 -1.6547
N 1.0831 -0.4106 -1.0296
C 0.7777 -1.1659 -0.0842
O 1.1129 -2.4511 0.1662
H 0.2140 -0.6575 0.6410
H 1.6510 -2.7020 -0.6125
*
```

=====

The following is a quantum chemistry calculation of the ion C3H10N2P with charge +1, from OMol25.

Output
**LUMO energy**: -4.426 eV
**Largest force on an atom**: 6.14 eV/Å
**Frontier orbital gap**: 8.607 eV
**Energy above the lowest of the compared OMol25 structures with the same formula, charge and spin**: 112.3 kJ/mol
**SMILES string**: CNC=P(C)=[NH2+]

The geometry in ORCA input format:
```
! RIJCOSX wB97M-V def2-TZVPD def2/J DEFGRID3
* xyz 1 1
C 0.2688 2.2764 -1.6168
N 0.0945 0.9985 -0.9607
C 0.4749 0.6317 0.1349
P -0.5178 -0.6357 1.1148
C 0.5899 -1.8322 1.9546
N -1.3162 -1.4511 -0.2428
H 0.7164 2.9946 -0.9130
H 1.0500 2.0827 -2.5099
H -0.7250 2.6141 -2.0766
H -0.3210 0.3480 -1.6116
H 1.0716 1.3215 0.7383
H 1.0842 -1.1478 2.6092
H 1.3582 -2.3658 1.5135
H -0.0298 -2.6047 2.4387
H -2.0692 -0.8500 -0.5848
H -1.7294 -2.3802 0.0123
*
```

=====

The following is a quantum chemistry calculation of a cluster of 3 separate species, C23H55NO9PS in total, from OMol25.

Output
**LUMO energy**: -2.737 eV
**Largest force on an atom**: 3.85 eV/Å
**Frontier orbital gap**: 7.562 eV

The geometry in ORCA input format:
```
! RIJCOSX wB97M-V def2-TZVPD def2/J DEFGRID3
* xyz 1 1
C -0.9576 -4.8913 2.3413
C -0.6468 -4.2373 0.9447
O -1.3404 -5.0136 -0.0593
P -2.6903 -4.2066 -0.6306
O -3.3475 -3.4447 0.5092
C -2.0938 -3.1067 -1.9972
C -3.2365 -2.5835 -2.9060
C -4.3140 -1.7888 -2.0910
S -5.8159 -2.7710 -1.7189
C -6.5908 -1.9246 -0.2820
C -8.0784 -2.3649 0.0015
C -8.5735 -3.5895 -0.8444
C -7.9407 -4.9376 -0.2825
N -8.9926 -5.9254 0.0332
O -3.7547 -5.3978 -1.1060
C -3.6208 -5.8049 -2.4909
C -4.0350 -7.3271 -2.5798
H -0.5730 -4.2498 3.1568
H -0.4879 -5.8968 2.3409
H -2.0594 -5.0084 2.3851
H 0.4502 -4.3431 0.7752
H -0.8659 -3.1519 0.9212
H -1.6396 -2.2153 -1.5001
H -1.2485 -3.5753 -2.5502
H -2.7865 -1.8528 -3.6165
H -3.6866 -3.3598 -3.5621
H -3.8888 -1.2918 -1.1898
H -4.6506 -0.9530 -2.7468
H -5.4921 -4.0270 -1.2562
H -6.5182 -0.8288 -0.4427
H -5.9738 -2.1617 0.6134
H -8.7306 -1.4935 -0.1968
H -8.1128 -2.6758 1.0671
H -9.6685 -3.6710 -0.6585
H -8.4604 -3.4645 -1.9411
H -7.1746 -5.3575 -0.9706
H -7.4179 -4.7017 0.6746
H -9.5037 -5.6488 0.8667
H -9.6678 -5.8627 -0.7276
H -4.4126 -5.2575 -3.0580
H -2.6124 -5.6556 -2.9215
H -3.4760 -7.8704 -3.3624
H -5.1138 -7.3551 -2.8602
H -3.9783 -7.7995 -1.5801
C -1.2420 0.1292 1.3097
O 0.1583 0.1699 1.1512
C 0.5466 -0.0868 -0.1891
C 1.9828 0.3501 -0.4217
O 2.1076 1.7447 -0.6637
C 1.9807 2.5862 0.4814
C 3.2111 2.5705 1.3698
O 3.1964 1.4282 2.2145
C 4.4695 1.1687 2.7707
H -1.6370 -0.8542 1.0225
H -1.4731 0.3090 2.3582
H -1.7179 0.9145 0.7101
H -0.1151 0.4472 -0.8828
H 0.4619 -1.1701 -0.3624
H 2.3356 -0.1321 -1.3370
H 2.6394 0.0275 0.3877
H 1.0741 2.3565 1.0430
H 1.8674 3.5968 0.0826
H 3.2118 3.4613 2.0100
H 4.1135 2.5702 0.7481
H 5.1942 0.9424 1.9809
H 4.3838 0.3003 3.4223
H 4.8164 2.0220 3.3616
C 7.8662 4.1854 -1.2578
O 7.3417 5.4077 -0.7848
C 5.9468 5.3253 -0.5358
C 5.4921 6.4852 0.3323
O 5.7417 6.2762 1.7186
C 7.0967 6.4274 2.1334
C 7.5358 7.8786 2.2152
O 7.8818 8.3634 0.9259
C 7.9268 9.7745 0.8876
H 7.3720 3.8868 -2.1888
H 8.9289 4.3256 -1.4494
H 7.7490 3.4002 -0.5025
H 5.7080 4.3789 -0.0366
H 5.4303 5.3673 -1.5036
H 4.4052 6.5624 0.2457
H 5.9115 7.4333 -0.0074
H 7.7694 5.8361 1.5106
H 7.1358 6.0082 3.1416
H 8.4248 7.9552 2.8541
H 6.7279 8.4828 2.6430
H 6.9393 10.1959 1.1053
H 8.2192 10.0767 -0.1170
H 8.6623 10.1594 1.6012
*
```

=====

The following is a quantum chemistry calculation of a cluster of 2 separate species, C4H12NO in total, from OMol25.

Output
**LUMO energy (alpha / beta)**: 0.846 / 0.787 eV
**Expectation value of S²**: 0.753
**Largest force on an atom**: 1.12 eV/Å
**Frontier orbital gap (alpha / beta)**: 6.351 / 10.313 eV
**Energy above the lowest of the compared OMol25 structures with the same formula, charge and spin**: 47.6 kJ/mol

The geometry in ORCA input format:
```
! RIJCOSX wB97M-V def2-TZVPD def2/J DEFGRID3
* xyz 0 2
C -2.3825 -1.1506 -0.4136
C -1.2383 -0.2440 -0.8871
C -0.0907 -0.1647 0.1500
C 1.1684 1.8579 -0.5308
N 0.4673 1.1458 0.3931
H -3.1230 -1.2911 -1.1926
H -1.9838 -2.0936 -0.0365
H -2.8243 -0.6323 0.4406
H -0.7858 -0.5458 -1.8314
H -1.6345 0.7677 -0.9484
H -0.4867 -0.4267 1.1359
H 0.7395 -0.8399 -0.0413
H 1.2373 1.4341 -1.5237
H 1.7410 2.7410 -0.3093
H 0.1821 1.6426 1.2122
H 3.0442 -0.5425 2.2582
H 3.2254 -1.1278 0.7787
O 2.7442 -0.5300 1.3461
*
```

=====

Among the records above, which one has the highest largest force on an atom? C3H10N2P